59
Properties=species:S:1:pos:R:3:forces:R:3 method="wB97M-V/def2-TZVPD" multiplicity=6 orbital_gap_ev="4.4 / 6.1" e_homo_ha="-0.01208 / -0.07257" charge=-2 e_tot_ev=-105981.2782 max_force_ha_per_bohr=0.04076 s_squared=8.781 e_above_lowest_ev=1.230
Ru 1.74733 3.03936 -0.14092 -0.86 0.12 1.07
S -0.82906 1.83973 2.85900 -0.08 0.14 0.18
P -0.35359 0.63479 1.39026 0.40 0.22 -0.26
C 0.74648 1.20989 0.14104 -0.68 -1.95 -0.37
P 0.99611 0.38398 -1.37279 0.02 1.10 0.41
S 2.16102 1.72494 -2.31931 0.26 -0.20 -0.68
C 1.95193 -1.17266 -1.40963 0.21 -0.32 0.11
C 1.46576 -2.43500 -1.74994 0.02 0.29 0.02
C 2.29448 -3.54580 -1.71047 0.12 -0.22 0.01
C 3.62290 -3.42474 -1.33303 -0.11 0.05 -0.02
C 4.12129 -2.16921 -1.00005 0.08 -0.12 0.05
C 3.30004 -1.05887 -1.03726 -0.22 -0.04 0.05
C -0.44570 0.05052 -2.44756 -0.22 -0.15 0.00
C -1.36519 -0.95474 -2.13907 0.23 0.05 -0.22
C -2.45517 -1.19547 -2.95835 -0.05 -0.18 -0.07
C -2.65845 -0.42860 -4.09619 0.10 0.08 0.04
C -1.77052 0.59745 -4.39125 -0.17 -0.03 -0.07
C -0.67945 0.84157 -3.57224 0.07 -0.06 0.10
C -1.93591 0.15263 0.59769 -0.03 -0.09 0.18
C -2.51466 -1.11090 0.67246 -0.11 0.15 0.10
C -3.75346 -1.34996 0.09114 -0.10 -0.06 0.07
C -4.41671 -0.33681 -0.58308 -0.03 0.01 0.07
C -3.83999 0.92538 -0.66605 -0.02 0.04 0.02
C -2.61307 1.17085 -0.07395 -0.04 -0.02 -0.01
C 0.22948 -0.92048 2.18707 -0.02 0.15 0.04
C -0.57045 -1.52574 3.15867 0.05 -0.09 -0.03
C -0.12468 -2.64960 3.83346 -0.11 -0.02 0.01
C 1.13228 -3.17764 3.55911 0.09 0.00 0.01
C 1.95227 -2.54920 2.63627 0.01 -0.08 0.03
C 1.50345 -1.41770 1.96550 -0.07 -0.09 -0.01
H 0.44088 -2.55385 -2.06700 0.00 -0.03 -0.01
H 1.89603 -4.51785 -1.97911 0.00 0.01 0.00
H 4.26300 -4.29814 -1.30071 0.01 0.01 0.00
H 5.16023 -2.06290 -0.71070 -0.01 0.04 0.01
H 3.68772 -0.08090 -0.77997 0.01 0.02 -0.02
H -1.24139 -1.53092 -1.23427 0.05 -0.08 -0.20
H -3.15672 -1.97939 -2.69698 0.03 0.03 -0.01
H -3.51217 -0.61546 -4.73667 0.00 -0.01 -0.01
H -1.92945 1.21163 -5.27000 0.01 0.03 0.02
H 0.00629 1.64712 -3.79586 0.05 -0.01 -0.01
H -1.99071 -1.91725 1.17018 -0.04 0.00 -0.02
H -4.19733 -2.33742 0.16336 0.00 0.00 -0.02
H -5.37374 -0.53170 -1.05359 -0.01 0.01 0.02
H -4.35161 1.72164 -1.19351 0.02 0.00 -0.01
H -2.16157 2.15592 -0.12230 -0.01 0.01 0.01
H -1.53415 -1.08726 3.38750 0.02 0.00 0.05
H -0.75250 -3.11245 4.58687 -0.01 0.00 -0.02
H 1.47721 -4.06126 4.08434 0.00 0.01 0.00
H 2.94529 -2.93376 2.43356 0.00 0.02 0.01
H 2.15380 -0.90237 1.28158 0.09 0.10 -0.19
S 2.49977 3.15073 2.17886 -0.04 0.20 0.06
C 1.61109 4.58643 2.58050 -0.24 -0.17 -0.36
C 2.06268 5.23928 3.76243 0.10 0.31 0.45
N 2.45279 5.74313 4.72413 -0.03 -0.04 -0.08
C 0.51619 5.08692 1.91414 0.20 -0.45 -0.18
S -0.22387 4.42276 0.49237 0.36 0.02 0.05
C -0.15680 6.23690 2.41599 -0.13 0.52 0.24
N -0.72570 7.17470 2.77347 0.05 -0.11 0.01
I 3.23598 4.99775 -1.09914 0.79 0.86 -0.59